# 1
This record from the Open Molecules 2025 dataset describes a molecular structure, C15H23BrIN2PbSe3SiTe in a non-equilibrium geometry. The level of theory is the ωB97M-V functional and the def2-TZVPD basis.

```
48
Properties=species:S:1:pos:R:3:forces:R:3:mulliken_charge:R:1
Pb 2.181955 -0.945767 2.649758 -0.3 -0.2 -0.1 0.316
Se 1.238224 1.634465 3.072383 0.0 -0.2 0.0 -0.297
Se 2.871271 2.367672 4.566514 0.1 0.0 0.1 -0.339
Te 2.702670 0.683952 6.412102 -0.1 -0.2 -0.2 0.015
Se 3.339847 -1.422311 5.162448 0.1 0.3 0.1 -0.543
N -0.880113 -0.936193 0.571530 0.6 -0.4 -0.3 -0.560
C -1.783048 -0.343390 0.965667 0.2 -0.1 0.0 0.481
N -2.829965 0.296598 1.436524 -0.3 0.4 0.6 -0.007
C -3.914849 -0.537629 1.920666 -0.4 -0.5 0.0 -0.875
C -4.806319 -0.979325 0.756740 -0.1 0.2 0.2 -0.435
C -5.322303 0.238709 -0.007093 0.2 -0.1 -0.2 -0.685
C -4.158953 1.126128 -0.453233 -0.1 0.1 0.2 -0.231
C -3.259951 1.490331 0.734308 -0.1 0.4 -0.6 -0.851
H -4.489699 0.043015 2.651811 0.1 -0.1 -0.1 0.331
H -3.480836 -1.403711 2.425219 -0.1 0.1 0.1 0.444
H -5.644512 -1.574717 1.122477 0.0 -0.1 0.0 0.355
H -4.211801 -1.604521 0.085903 0.0 -0.1 0.0 0.200
H -6.006919 0.808370 0.626911 0.0 0.0 0.0 0.332
H -5.883872 -0.088374 -0.885682 -0.1 0.0 0.1 0.337
H -4.543551 2.035039 -0.920768 0.1 0.0 0.0 0.360
H -3.560023 0.593331 -1.198162 0.0 0.0 0.0 0.044
H -3.804863 2.120428 1.444877 0.1 0.0 0.0 0.318
H -2.371288 2.027668 0.396309 -0.1 0.0 0.1 0.447
C 5.965058 -1.493732 1.805168 -0.5 0.2 0.1 -1.126
Si 4.557224 -0.194242 1.598140 1.2 0.5 -0.5 0.456
C 4.495122 -0.041857 -0.322652 -0.3 -0.1 0.5 -0.884
C 5.331854 1.499777 2.068951 -0.3 -0.4 0.1 -1.121
H 6.854879 -1.211885 1.245550 0.1 0.2 -0.1 0.309
H 5.639935 -2.464639 1.434903 -0.1 -0.2 -0.1 0.319
H 6.246866 -1.619716 2.845872 0.0 0.0 0.2 0.309
H 5.488427 0.111351 -0.737144 0.3 0.0 0.0 0.329
H 3.891132 0.812121 -0.616411 -0.1 0.1 0.0 -0.079
H 4.072203 -0.929690 -0.789280 -0.1 -0.1 -0.1 0.371
H 6.149339 1.771263 1.401720 0.1 -0.1 -0.2 0.347
H 5.714452 1.507235 3.086495 0.0 0.0 0.2 0.306
H 4.581019 2.285422 1.996382 -0.1 0.1 0.0 0.272
Br 1.461102 1.028200 -5.593109 -0.1 -0.1 -0.1 -0.202
C 0.062906 0.123942 -4.684145 0.1 0.2 0.0 0.150
C -0.905481 -0.511055 -5.444082 0.1 0.0 -0.1 -0.413
C -1.938076 -1.187099 -4.822398 0.0 0.0 0.0 -0.582
C -1.997136 -1.232442 -3.438147 -0.1 0.0 -0.1 -0.581
C -1.038278 -0.587636 -2.679029 0.0 0.1 0.1 0.232
C -0.008691 0.107894 -3.297866 0.4 0.3 0.1 -0.278
I 1.399529 1.120863 -2.107254 -0.4 -0.3 -0.1 0.309
H -0.838825 -0.465105 -6.520242 0.0 0.0 -0.1 0.374
H -2.690412 -1.674003 -5.425734 -0.1 -0.1 0.0 0.362
H -2.796883 -1.764586 -2.944216 -0.1 -0.1 0.1 0.420
H -1.078365 -0.620150 -1.598676 0.0 -0.1 0.0 0.242
```
Forces are in eV/Å.

Properties
HOMO energy: -3.4434 eV
Charge: -1
LUMO level: 2.08 eV
Orbital gap: 5.525 eV
ΔE to the lowest compared entry with this formula, charge and spin: 1.5 kcal/mol



# 2
This record from the Open Molecules 2025 dataset describes 2 unconnected molecules or ions with the total composition Cl2H2OSi in a non-equilibrium geometry. The level of theory is the ωB97M-V functional and the def2-TZVPD basis.

```
6
Properties=species:S:1:pos:R:3:forces:R:3:mulliken_charge:R:1
O 0.281527 0.630048 0.482725 1.1 1.0 0.6 -0.442
Si -0.954068 -0.200946 0.461637 0.0 -2.7 -2.5 0.564
Cl 2.525819 0.405863 -1.430849 0.0 0.0 0.4 -0.337
Cl -2.645405 0.135949 1.373036 -1.0 0.2 0.6 -0.120
H 1.784836 0.485297 -0.331571 0.1 0.0 -0.7 0.339
H -0.992709 -1.456212 -0.554978 -0.2 1.5 1.5 -0.004
```
Forces are in eV/Å.

Properties
SMILES: O=[SiH]Cl.Cl
HOMO energy: -10.6347 eV
LUMO level: -0.59 eV
Orbital gap: 10.049 eV
ΔE to the lowest compared entry with this formula, charge and spin: 62.9 kcal/mol



# 3
This record from the Open Molecules 2025 dataset describes 8 unconnected molecules or ions with the total composition C32H80N6O15 in a non-equilibrium geometry. The level of theory is the ωB97M-V functional and the def2-TZVPD basis.

```
133
Properties=species:S:1:pos:R:3:forces:R:3:mulliken_charge:R:1
O -2.937269 -0.068265 3.595975 1.4 -1.0 0.2 -0.279
C -3.114409 -0.521708 4.923206 -0.5 -0.6 1.9 0.745
O -2.277266 -1.375810 5.341456 -0.8 1.1 -0.8 -0.727
O -4.102803 -0.040122 5.554044 1.0 -0.2 -1.2 -0.814
H -2.117146 -0.593318 3.323596 -1.2 0.7 0.1 0.278
O -0.231650 -1.377779 -0.000667 -0.4 0.1 0.9 0.694
C -0.177663 -2.038732 1.241216 0.0 -2.1 3.8 0.003
O 0.669433 -2.952579 1.477272 -0.3 1.3 -2.3 -0.865
O -1.023738 -1.702023 2.121447 0.5 0.9 -2.1 -0.713
H -0.897627 -0.720403 0.296401 0.2 -0.3 -0.8 -0.219
C -2.652601 -3.556739 -5.805881 0.5 -0.6 -0.3 -0.609
O -2.659803 -2.172171 -5.621926 -1.2 -0.1 0.6 -0.296
C -1.670305 -1.479125 -6.285926 1.2 1.3 -0.3 -0.865
C -0.341067 -1.500451 -5.552807 -0.2 -2.1 0.2 -0.130
N -0.508667 -1.060206 -4.190986 0.6 0.6 0.4 -0.427
C 0.706086 -1.260541 -3.370182 -0.9 -0.5 -0.6 0.345
C 1.926324 -0.615499 -3.984649 -0.7 0.2 0.8 -1.056
O 2.558859 -1.483282 -4.891851 0.0 -0.1 -0.2 -0.358
C 3.516925 -0.863049 -5.706182 0.1 0.5 0.3 -0.891
H -1.740586 -4.018653 -5.406374 0.1 0.1 -0.2 0.204
H -2.746367 -3.779541 -6.880134 0.1 -0.1 0.1 0.403
H -3.465699 -4.043319 -5.273973 -0.2 0.4 0.1 0.181
H -1.953353 -0.422719 -6.299553 -0.4 -0.1 -0.2 0.346
H -1.517942 -1.818876 -7.320503 -0.2 -0.1 0.0 0.367
H 0.452012 -0.978232 -6.082138 -0.2 0.4 0.0 0.422
H -0.002528 -2.562633 -5.553172 0.2 0.2 -0.1 0.163
H -1.254021 -1.576818 -3.735055 -0.2 0.1 -0.3 0.129
H 0.881739 -2.342144 -3.248510 0.3 0.1 0.2 0.209
H 0.489941 -0.831023 -2.393106 0.2 -0.1 0.1 -0.163
H 2.556229 -0.370913 -3.120997 0.5 0.3 -0.4 0.559
H 1.551636 0.290986 -4.483572 0.5 0.1 0.0 0.517
H 3.139042 0.049188 -6.200646 -0.2 -0.3 -0.1 0.353
H 3.811873 -1.604476 -6.443306 0.2 0.1 -0.1 0.267
H 4.385666 -0.507403 -5.126366 0.0 -0.3 0.0 0.313
C 5.405223 7.177376 5.034752 0.6 0.5 -0.2 -0.761
O 5.122303 6.104833 4.197167 0.4 -0.3 -0.1 -0.282
C 4.040765 5.318589 4.652873 -0.6 0.2 0.0 -0.742
C 3.657056 4.423150 3.507543 -0.3 0.0 -0.5 -0.381
N 4.597800 3.326655 3.353473 -0.2 0.2 -0.4 -0.335
C 4.524138 2.628068 2.070209 0.9 -0.3 -0.1 -0.754
C 3.277500 1.809540 1.847715 -0.1 -0.2 0.3 -0.155
O 3.459121 1.154945 0.608447 0.5 0.8 0.1 -0.364
C 2.593998 0.075021 0.487892 -1.2 -0.7 0.8 -0.415
H 5.504342 6.876584 6.082694 -0.4 0.1 0.1 0.306
H 4.676898 7.975299 4.851118 -0.2 0.0 0.6 0.282
H 6.382083 7.588573 4.761893 0.0 -0.1 -0.2 0.245
H 3.189615 5.961905 4.917729 0.0 0.1 -0.1 0.427
H 4.310543 4.770192 5.563282 0.1 -0.1 -0.1 0.370
H 3.599398 5.083831 2.619159 0.2 -0.2 0.0 0.280
H 2.642745 4.036123 3.615078 0.0 -0.1 0.3 0.359
H 5.534174 3.694879 3.472785 0.0 0.0 -0.1 0.270
H 5.383984 1.945924 2.053563 -0.2 -0.1 0.0 0.326
H 4.672764 3.228523 1.149382 -0.2 0.4 0.4 0.270
H 2.362333 2.422722 1.839901 0.1 0.0 -0.2 0.051
H 3.124185 1.075583 2.651691 0.2 0.0 0.0 0.378
H 2.941505 -0.810009 1.033624 0.4 -0.2 -0.4 0.389
H 2.379095 -0.111184 -0.557064 0.1 -0.2 -0.1 -0.233
H 1.644506 0.269495 1.001984 -0.2 0.2 -0.4 0.451
C -2.350756 10.359055 2.589180 -0.3 1.1 0.4 -0.743
O -1.744678 9.145618 2.330821 -0.1 -0.4 -0.2 -0.289
C -1.664573 8.886028 0.949314 0.4 0.0 -0.1 -0.457
C -0.855303 7.648906 0.745696 0.0 -1.3 -0.2 -0.612
N -1.659542 6.459706 1.042612 0.4 0.2 0.3 -0.139
C -0.993801 5.210560 0.703338 -0.7 -0.7 -0.5 -0.681
C -1.680224 4.010606 1.337150 0.6 0.1 0.7 -0.517
O -0.939013 2.865843 0.959663 -1.3 -0.1 -0.2 -0.194
C -1.526810 1.682644 1.528756 1.2 -0.5 0.2 -0.385
H -3.444598 10.368685 2.476442 0.0 -0.3 -0.1 0.273
H -1.967209 11.162131 1.938412 0.1 -0.1 0.0 0.305
H -2.129498 10.643559 3.617958 0.0 -0.1 0.0 0.247
H -1.157833 9.743554 0.486700 -0.2 0.0 -0.3 0.408
H -2.642788 8.699077 0.483376 -0.2 0.5 0.1 0.265
H -0.014378 7.662961 1.440814 0.1 0.0 -0.1 0.286
H -0.461997 7.570614 -0.285272 0.0 0.4 0.1 0.361
H -2.546386 6.523888 0.555441 0.1 -0.1 0.0 0.226
H 0.039982 5.173434 1.024781 0.2 0.4 0.2 0.314
H -0.983898 5.003915 -0.385393 0.1 0.2 0.1 0.235
H -2.744190 3.969287 1.061783 0.1 -0.2 -0.2 0.282
H -1.644451 4.088297 2.434768 -0.1 0.2 -0.1 0.320
H -2.614328 1.630442 1.553540 0.0 0.4 -0.1 0.368
H -1.125817 1.520299 2.533994 -0.4 0.2 0.1 0.367
H -1.152193 0.826073 0.967939 -0.1 0.3 -0.1 -0.273
C -1.436376 -5.696112 -2.840034 0.3 0.5 0.5 -1.922
C -1.152842 -4.362294 -2.129957 -0.1 -0.2 0.0 1.779
C -2.410858 -3.753398 -1.537590 -0.6 -0.1 1.0 -0.117
O -3.485341 -3.760192 -2.437225 0.8 -0.5 -1.4 -0.335
C -4.552395 -2.931150 -2.159949 -0.9 -0.3 1.1 -0.742
N -0.182290 -4.577151 -1.062248 0.5 0.4 0.4 -0.365
H -1.807601 -6.383911 -2.074943 -0.2 -0.2 -0.3 0.434
H -0.501475 -6.088434 -3.242583 0.0 0.0 0.1 0.444
H -2.124812 -5.552551 -3.668834 -0.3 -0.2 0.2 0.278
H -0.735854 -3.697640 -2.898043 0.1 0.1 0.3 -1.027
H -2.243556 -2.763002 -1.093432 0.3 0.1 -0.4 0.119
H -2.710141 -4.363450 -0.664235 0.1 -0.1 -0.1 0.239
H -5.397347 -3.315834 -2.732115 0.0 0.4 -0.4 0.343
H -4.335033 -1.876854 -2.335693 -0.1 0.1 -0.2 0.260
H -4.890914 -3.063898 -1.118797 0.2 0.3 0.1 0.204
H -0.622123 -4.939236 -0.212115 -0.1 -0.2 -0.4 0.453
H 0.181595 -3.696850 -0.681192 0.0 -0.1 -0.4 -0.384
C 4.960101 -5.589051 0.139066 -0.6 0.2 0.5 -1.354
C 3.964007 -4.421817 0.186056 -0.2 -0.1 -0.7 0.323
C 3.859239 -3.787564 -1.209518 0.1 -0.3 0.1 -0.072
O 5.037387 -3.029592 -1.459977 0.1 0.0 0.1 -0.370
C 4.861772 -1.857094 -2.191987 -0.6 0.5 -0.3 -0.064
N 2.674941 -4.887513 0.657322 -0.2 0.0 0.1 -0.507
H 5.361564 -5.757978 1.138963 0.1 -0.2 -0.1 0.337
H 5.766142 -5.424319 -0.571939 0.1 0.1 0.0 0.317
H 4.377097 -6.467200 -0.155880 0.3 -0.1 -0.1 0.327
H 4.311019 -3.644521 0.872582 0.0 0.0 -0.1 0.249
H 2.927946 -3.207795 -1.257318 0.3 0.3 0.0 -0.006
H 3.796561 -4.574788 -1.979546 -0.2 0.0 0.1 0.148
H 4.520005 -2.020045 -3.227779 0.2 -0.2 0.1 0.214
H 5.807511 -1.315988 -2.206199 0.0 -0.1 0.0 0.317
H 4.101185 -1.203028 -1.737957 0.2 -0.1 0.1 -0.168
H 1.951880 -4.150498 0.605234 0.4 -0.3 0.5 0.241
H 2.341180 -5.685105 0.124934 0.1 0.2 -0.1 0.345
C -5.398762 -3.627953 3.646447 -0.5 -0.3 -0.4 -1.503
C -4.587071 -3.924785 2.399452 -0.4 -1.0 -0.4 0.478
C -4.178645 -2.628559 1.760616 0.6 0.7 1.1 1.744
O -5.340033 -1.895604 1.395416 -0.1 -0.8 -0.6 -0.509
C -4.968801 -0.661904 0.866899 0.2 0.7 0.3 -0.557
N -3.424858 -4.742063 2.764963 0.0 0.0 0.0 -0.565
H -4.780054 -3.062548 4.343718 -0.2 0.1 0.2 0.327
H -5.799567 -4.546888 4.092768 0.4 -0.1 0.1 0.481
H -6.294317 -3.092731 3.324690 0.2 0.4 0.3 0.309
H -5.217714 -4.481315 1.675595 -0.1 0.2 0.1 0.070
H -3.463123 -2.745045 0.936677 -0.3 -0.1 -0.2 -0.770
H -3.645331 -2.053418 2.528776 0.1 -0.1 -0.2 -0.525
H -4.541608 -0.034009 1.659474 0.1 0.0 -0.1 0.246
H -5.854882 -0.162534 0.473662 -0.1 -0.1 -0.1 0.332
H -4.218728 -0.785893 0.073072 -0.1 0.1 -0.1 0.056
H -3.730284 -5.436174 3.437841 0.1 0.1 0.0 0.237
H -3.043443 -5.256137 1.978008 0.0 0.2 0.0 0.172
```
Forces are in eV/Å.

Properties
HOMO energy: -1.7240 eV
Charge: -2
LUMO level: 3.37 eV
Orbital gap: 5.089 eV